# C19H23FIN5O2PtSSi

A structure of composition C19H23FIN5O2PtSSi (wB97M-V/def2-TZVPD, the OMol25 dataset).

```
54
Properties=species:S:1:pos:R:3:forces:R:3
H 4.384912 -3.060533 -1.198861 0.0 0.0 0.0
H -0.353910 -2.314607 0.567260 0.1 0.0 0.0
N 3.424999 -3.150533 -0.913054 0.1 0.0 0.0
Pt 0.643553 -0.050037 -0.243890 0.2 -0.2 0.8
H 3.722143 4.294632 1.366367 0.0 0.0 0.0
C -2.481390 4.501338 -1.018965 0.1 0.0 0.0
F -1.687085 1.112062 -1.086972 0.0 0.0 0.0
C 3.545582 2.532813 -1.367947 -0.1 0.1 0.0
H -5.918941 1.368500 1.936935 0.0 0.0 0.0
C -0.157034 2.781935 -0.330259 -0.3 0.2 -0.3
H -3.301381 5.113534 -1.371246 0.0 0.0 0.0
H -0.090288 -5.189715 -0.048942 0.0 0.0 0.0
H -0.386862 -2.351119 -1.092531 -0.1 0.0 0.0
C 2.496703 -2.195781 -0.942232 -0.1 -0.1 0.0
H -3.545237 2.623332 -0.932288 0.0 0.0 0.0
N 0.201451 -2.121298 -0.292736 0.0 0.1 -0.3
H 1.291755 -6.010706 0.703705 0.0 0.0 0.0
C -3.965641 0.414655 1.600947 0.1 -0.1 0.0
Si 2.544466 2.494410 0.238553 0.1 0.1 0.1
C -2.657514 0.574869 1.405102 0.1 0.0 0.0
C 1.743256 -4.107797 -0.068197 -0.1 0.0 0.0
H 4.362553 1.136891 1.304826 0.0 0.0 0.0
I -5.730030 4.436023 1.657972 0.1 -0.1 0.0
N 0.909196 1.955577 -0.041240 -0.1 -0.1 0.1
C -2.031546 1.924377 1.235874 0.0 -0.1 -0.1
H -2.665594 4.006444 1.613961 0.0 0.0 0.0
H 2.022039 4.360124 1.837585 0.0 0.0 0.0
C -1.565321 2.217461 -0.216937 0.1 0.0 0.0
N 2.981337 -4.329010 -0.368724 0.0 0.0 0.0
C 2.696151 4.220240 0.989241 0.0 -0.2 0.0
C -0.074933 4.088357 -0.695513 0.2 -0.2 -0.1
H 0.475018 -4.674304 1.540615 0.0 0.0 0.0
O -2.009805 -1.740388 1.224383 0.0 0.1 0.0
H 2.549012 5.043495 0.292513 0.0 0.0 0.0
H 3.064173 1.979349 -2.176996 0.0 0.0 0.0
H 3.632080 3.567641 -1.710459 0.0 0.0 0.0
H 0.899142 4.547478 -0.799163 -0.1 -0.1 0.0
H -4.359783 -0.587097 1.722704 0.0 0.0 0.0
H 3.258550 1.823306 2.500495 0.0 0.0 0.0
C -2.759074 3.176733 -0.412290 0.0 0.0 0.0
N 1.410964 -2.815407 -0.412978 0.1 0.1 0.2
C 3.310748 1.343403 1.520075 0.0 0.0 -0.1
H 4.556180 2.139592 -1.236172 0.0 0.0 0.0
H 2.777859 0.394522 1.587976 0.0 0.0 0.0
C -1.683504 -0.555208 1.380602 -0.1 -0.1 0.0
H -1.230591 2.048552 1.961899 0.0 0.0 0.0
S 2.547498 -0.595894 -1.500924 -0.3 0.1 -0.1
C 0.797626 -5.052846 0.569531 0.0 0.0 0.0
O -0.451838 -0.178418 1.549900 0.0 0.2 -0.4
C -4.434882 2.798294 1.515291 -0.1 0.0 0.0
H -0.983855 5.885798 -1.494355 0.0 0.0 0.0
C -4.880957 1.555842 1.697060 0.0 0.0 0.0
C -1.211648 4.906510 -1.087424 -0.1 0.1 0.0
C -3.030902 3.104109 1.125023 0.0 0.1 0.0
```
Forces are in eV/Å.

## Properties
- Orbital gap: 6.5 eV
- ΔE to the lowest compared entry with this formula, charge and spin: 161.2 kJ/mol
- Maximum force: 0.87 eV Å⁻¹

# C4H8Cl8

A cluster of 4 separate species, C4H8Cl8 in total in a non-equilibrium geometry (wB97M-V/def2-TZVPD, the OMol25 dataset).

```
20
Properties=species:S:1:pos:R:3:forces:R:3
Cl -1.755080 1.938716 -2.464822 -0.1 -1.0 -1.5
Cl 3.705388 1.788981 -2.470527 -0.3 -0.6 -0.2
C -0.061342 0.956290 0.855790 -0.2 0.4 0.1
H -1.122571 0.348689 -4.279270 -0.1 0.1 0.7
H 0.353155 -2.872530 4.557355 -0.1 -0.4 0.8
Cl -1.057893 2.379395 1.403997 0.6 -0.9 -0.5
H -0.218557 0.732776 -0.199403 -0.1 0.6 0.3
Cl -1.561263 -3.477215 6.054063 1.0 0.9 -1.1
H 0.986585 1.166751 1.069471 -0.3 0.2 0.0
Cl -0.347765 -0.784931 5.365338 -0.1 -0.4 0.2
H 2.969226 0.361838 -0.818543 0.1 -0.1 -0.1
H 3.552810 -0.584732 -2.157334 -0.5 0.1 -0.6
Cl 1.247083 0.156033 -2.271472 -0.6 -0.3 -0.8
C -1.926710 1.057662 -4.082259 -0.8 0.2 0.2
C -0.616138 -2.465036 4.844594 -0.4 0.1 -0.3
Cl -0.478272 -0.521446 1.708076 -0.1 -0.2 0.2
Cl -3.510304 0.155751 -4.227473 1.1 0.6 0.3
C 2.922395 0.267446 -1.903440 1.4 0.8 1.5
H -1.912325 1.787321 -4.891879 -0.2 0.1 0.4
H -1.168424 -2.391759 3.907736 -0.4 -0.2 0.4
```
Forces are in eV/Å.

## Properties
- Orbital gap: 11.3 eV
- ΔE to the lowest compared entry with this formula, charge and spin: 67.3 kJ/mol
- Maximum force: 2.23 eV Å⁻¹
- Structure (SMILES): ClCCl.ClCCl.ClCCl.ClCCl

# C4H9IN

A structure of composition C4H9IN in a non-equilibrium geometry (wB97M-V/def2-TZVPD, the OMol25 dataset).

```
15
Properties=species:S:1:pos:R:3:forces:R:3
H 0.043811 -1.075872 1.213657 1.5 0.4 0.8
H 1.690598 2.060997 -0.454577 -1.0 -1.5 -0.1
H 1.700780 0.935102 0.892514 -0.4 1.0 0.3
N -0.363046 -0.568623 0.464998 -3.9 -2.0 1.0
C 0.995977 1.552340 0.294030 2.9 1.8 0.0
H -0.901586 1.126038 -0.506285 -2.8 1.5 -0.8
H 1.190301 -0.995217 -1.072436 -0.6 -0.1 0.3
H 0.667353 2.538074 0.694234 -0.3 -1.3 0.9
H -2.193183 -1.107233 1.975707 0.3 -0.1 -1.4
I -3.477445 0.254912 -0.110544 0.7 -0.8 0.7
H -2.188351 -2.106339 0.279713 0.3 1.2 1.2
C 0.171510 -0.628686 -0.896649 -1.3 -0.3 -0.6
H -0.686082 -0.966982 -1.535336 1.4 0.4 0.0
C -0.056857 0.671399 -0.192027 1.9 -1.1 -0.5
C -2.129839 -1.127187 0.850509 1.4 0.8 -1.6
```
Forces are in eV/Å.

## Properties
- Net charge: +1
- Orbital gap: 10.0 eV
- ΔE to the lowest compared entry with this formula, charge and spin: 287.7 kJ/mol
- Maximum force: 4.49 eV Å⁻¹

# C3H10O3S

A cluster of 3 separate species, C3H10O3S in total in a non-equilibrium geometry (wB97M-V/def2-TZVPD, the OMol25 dataset).

```
17
Properties=species:S:1:pos:R:3:forces:R:3
C -0.114520 0.017757 -0.859333 1.0 2.5 1.2
O 2.856484 1.582172 -0.407798 -1.1 -0.9 0.1
O -2.885467 -1.377137 0.116277 0.4 1.3 -1.3
H 3.749200 1.753050 -0.626724 1.6 0.9 -0.2
C 0.676999 -0.923477 -1.669027 3.1 -3.1 0.8
H -0.180974 -1.128112 0.959882 -0.3 -1.2 0.4
H -1.156540 0.007336 -1.146497 -0.1 0.0 -0.1
H 0.374440 1.024911 -1.048327 -0.9 -0.8 -0.1
C 0.036155 -0.124969 0.715258 0.5 0.2 -1.6
H -2.733057 -0.534354 0.582164 -0.1 -0.5 0.0
H 0.114564 -1.690408 -2.261756 0.2 0.8 -0.1
H -3.122985 -2.001087 0.766871 -0.5 -1.0 1.2
H -0.781451 0.500987 2.806761 -0.3 0.2 -0.2
S -1.178248 0.934749 1.588305 0.8 -0.1 0.0
O 1.916381 -1.133249 -1.561664 -3.3 1.4 -0.3
H 1.087154 0.058130 0.977920 -0.5 0.4 0.1
H 2.810627 0.663408 -0.719071 -0.6 -0.1 0.1
```
Forces are in eV/Å.

## Properties
- Orbital gap: 10.1 eV
- ΔE to the lowest compared entry with this formula, charge and spin: 63.1 kJ/mol
- Maximum force: 4.41 eV Å⁻¹
- Structure (SMILES): O=CCCS.O.O

# C3H4LiO4Pr

A structure of composition C3H4LiO4Pr in a non-equilibrium geometry (wB97M-V/def2-TZVPD, the OMol25 dataset).

```
13
Properties=species:S:1:pos:R:3:forces:R:3
C -0.435531 -1.033647 -0.208193 -0.8 -2.5 -1.8
H -2.172675 2.106562 0.022627 0.2 -0.1 0.1
Li 1.299716 -2.637625 0.178185 -1.0 0.5 -0.1
C -2.041289 1.152579 0.566956 -0.4 0.1 0.1
O 0.791886 -0.739073 -0.560163 1.1 -0.1 0.4
Pr 1.310209 1.480976 -0.070972 -1.6 -0.4 0.6
O -0.675562 -2.113298 0.387630 0.8 1.6 0.2
O -0.720315 0.883094 0.920818 1.2 0.9 -0.1
H -2.701862 1.202571 1.452870 0.3 0.0 -0.3
H -3.280589 0.295341 -1.051842 0.3 -0.2 0.2
O -1.367148 -0.469502 -1.034577 0.4 0.4 0.5
C -2.515406 -0.002235 -0.325230 -0.4 -0.4 0.5
H -2.877950 -0.823241 0.310971 -0.1 0.2 -0.3
```
Forces are in eV/Å.

## Properties
- Multiplicity: 4
- Net charge: +1
- Orbital gap (alpha / beta): 6.2 / 8.1 eV
- ΔE to the lowest compared entry with this formula, charge and spin: 91.6 kJ/mol
- Maximum force: 3.16 eV Å⁻¹

# C23H61As2N2NaS5Si2Te

A structure of composition C23H61As2N2NaS5Si2Te in a non-equilibrium geometry (wB97M-V/def2-TZVPD, the OMol25 dataset).

```
97
Properties=species:S:1:pos:R:3:forces:R:3
C 4.430198 -1.701481 0.314126 1.7 0.7 -1.9
H -1.450905 1.196744 5.779845 -0.1 -0.4 0.3
H 2.676331 2.286293 4.879912 -0.2 -0.2 0.0
S -2.474129 -1.542131 -0.058330 1.0 0.7 0.9
H -1.995272 5.510018 3.863283 -0.2 -0.1 -0.3
C 0.011924 3.201339 -4.272367 0.1 0.7 -1.4
C 0.754100 -5.494554 -1.269288 1.4 0.2 -0.2
H -2.390161 2.364376 -6.478104 0.1 -0.2 0.0
H 0.778877 3.041064 -3.546590 0.4 -0.7 0.5
C -1.145263 2.185996 6.099483 0.8 0.0 -0.7
H 1.553294 2.202791 -6.442330 0.6 -0.4 -0.2
H -1.628981 5.730633 2.161790 0.1 0.4 -0.3
H -1.810628 3.099623 0.025672 -0.8 0.3 0.6
H 0.542126 5.016988 4.114006 0.5 -0.2 1.3
H -0.546629 4.055013 -3.911328 -0.5 0.1 -0.2
H -2.829556 -3.886335 -0.706520 -0.6 1.7 -0.4
C 2.390709 1.486743 -6.342255 0.4 -0.8 -0.7
C 0.550201 4.519484 5.127165 -0.5 1.7 0.5
H -4.139407 -2.774587 -1.284766 -0.3 0.1 -0.3
H 0.521641 3.463302 -5.223812 -0.5 -0.1 0.6
C -2.765932 3.246031 0.608649 0.4 -0.8 -0.7
H 4.750887 1.824229 0.676456 -1.0 -0.2 -0.9
H 5.425853 -0.229988 1.477453 -0.3 0.2 0.3
H -1.293042 -5.424421 -1.916662 0.3 0.8 0.1
H 1.684953 0.748253 4.950167 0.3 1.1 0.3
C 4.930763 -0.225987 0.498829 -0.5 -1.2 1.3
H -3.355475 4.041417 0.126513 0.1 -0.2 0.2
H 1.322996 1.400719 0.187041 0.0 0.8 0.8
C -2.475413 -3.276703 2.292000 0.6 0.1 0.6
H 3.332115 1.006575 1.322190 0.5 0.0 -0.9
C -3.072345 -2.834253 -1.140754 1.6 -2.2 0.6
H -3.064449 2.585548 -3.132653 0.3 -0.8 -0.1
C -3.895608 2.658675 3.385909 0.2 1.9 -0.5
H 1.210677 0.885018 -1.337501 0.0 -0.3 0.5
C 3.124119 1.121328 -0.828066 1.1 1.7 0.4
H 3.363085 -2.280649 -5.099025 0.3 0.6 0.0
H 0.115642 -6.500852 1.558645 -0.2 0.5 0.1
C -2.019076 1.384717 -6.145833 -1.7 1.5 0.5
H 2.968541 1.715515 -5.448585 0.1 0.2 -0.1
C -2.249280 -2.789676 -2.448129 1.0 -0.1 0.0
H -1.957389 2.838285 5.881564 -1.0 0.6 -0.1
S -0.378440 -3.123177 -2.244383 -1.4 1.3 0.4
H -3.641999 2.666618 4.447253 -0.5 0.1 0.1
S -0.730958 -3.093999 2.900283 0.3 0.3 -0.5
H 5.293972 -2.379234 0.491462 -0.2 0.4 0.6
S 1.015504 -4.645293 0.304221 -0.3 -0.6 0.7
H -0.261509 5.004728 5.753126 0.8 -0.4 -0.7
Si 0.189680 2.740792 4.837270 -0.2 -1.0 0.7
H -1.226566 -5.349147 1.163484 1.3 -0.2 0.1
C -2.367761 1.718865 -2.981942 -1.2 1.0 -0.8
H -1.326253 1.036554 -6.843818 1.2 -0.7 -1.1
As -0.368252 2.320507 2.678375 -0.2 -0.4 -0.6
C 2.921572 -1.420408 -4.592889 -2.4 -1.0 -0.8
H 1.496262 4.592071 5.722860 -0.6 0.4 -0.8
H 3.236547 2.098544 -1.375223 -0.1 -0.3 0.9
H -0.954734 2.268773 7.167999 0.3 -0.2 0.0
C -0.149673 -5.427860 1.509357 -0.9 -0.9 -2.2
S 0.019230 -0.196477 -4.068074 -3.7 1.7 4.9
H 0.624063 -6.582045 -1.122377 0.1 0.5 0.0
C -2.958816 -1.973307 1.666918 -2.2 0.7 -0.6
Na 0.750957 -1.813122 0.615516 0.0 0.7 -0.3
H -4.843673 3.239164 3.116055 1.1 -0.9 0.6
H 3.108395 -3.099838 0.846837 0.1 -0.1 0.0
As -1.083369 1.620636 -4.478105 0.0 -2.4 2.4
H -4.096194 -1.913570 1.556815 1.3 -0.7 0.7
H -2.539225 -4.083413 1.547259 -0.2 0.1 0.6
H 1.872419 1.788092 6.395844 0.1 0.1 0.0
C 1.774825 1.822475 5.306046 -0.1 -1.2 -0.5
H -2.305784 -1.865270 -3.055288 0.1 -0.3 0.6
N 1.769113 0.802911 -0.474066 -1.2 -1.2 -1.8
H -3.307589 2.275962 0.495963 0.2 0.6 0.0
C -0.330840 -4.906793 -2.136349 -0.9 -1.3 -1.7
C 0.008746 -4.763293 2.810355 -0.3 0.2 1.3
H -2.945059 0.782722 -2.825734 0.6 0.6 -0.4
C 4.013888 1.011586 0.421824 0.3 -0.2 1.6
H 3.353981 -2.003634 2.018747 -0.1 0.0 -1.1
H -3.928462 1.640235 3.074550 -0.4 -0.9 -0.3
H -3.370945 5.780682 2.730039 0.8 -0.3 -0.1
H -0.118100 -5.163711 -3.204450 -0.1 -0.4 0.9
Si -2.381332 3.437298 2.469410 -0.2 0.1 -0.1
H 4.312268 -1.892130 -0.761010 -0.5 0.3 0.0
H 3.535406 -0.607505 -4.362638 1.3 0.8 0.7
H -2.534048 -3.616203 -3.079091 -0.4 -0.2 -0.3
C -2.359378 5.313409 2.839957 -0.6 -0.5 0.6
H 1.081031 -4.623231 2.987241 -0.2 0.1 0.4
H 2.295918 -1.802688 -3.779677 0.2 0.4 0.3
H 3.044318 1.384320 -7.257381 -0.8 0.6 1.2
Te 1.549322 -0.508201 -6.030481 3.8 -1.0 -5.9
H -2.988465 -3.472948 3.258740 -0.3 -0.1 -1.1
H -1.858269 1.980646 -2.070620 0.6 -0.2 0.3
H -2.741640 -1.085069 2.290389 0.3 -0.3 -0.5
H 3.481994 0.450665 -1.578567 0.1 -1.0 -0.4
H -0.407469 -5.393069 3.622668 0.3 0.3 -0.4
H 5.795946 -0.101034 -0.113289 0.4 0.0 -1.1
H 1.746019 -5.339597 -1.775926 -0.8 -0.3 0.4
H -2.899121 0.713385 -6.116713 0.7 0.2 0.5
N 3.232458 -2.101453 0.983438 -0.8 -0.2 2.0
```
Forces are in eV/Å.

## Properties
- Orbital gap: 4.2 eV
- ΔE to the lowest compared entry with this formula, charge and spin: 96.5 kJ/mol
- Maximum force: 7.06 eV Å⁻¹